[1]
Formula: H11LiO6
Source: the Open Molecules 2025 dataset
Level of theory: ωB97M-V/def2-TZVPD

Geometry as XYZ:
```
18
Properties=species:S:1:pos:R:3
Li 45.41 5.51 32.12
O 45.50 4.04 33.58
H 45.94 3.29 33.83
O 47.77 4.93 34.62
H 48.49 5.07 34.06
H 47.06 4.46 34.20
O 46.83 4.52 30.66
H 46.84 5.25 29.82
H 46.82 3.78 30.25
O 43.07 3.24 33.76
H 42.69 3.64 33.00
H 44.05 3.55 33.78
O 46.14 7.38 32.32
H 46.70 7.49 33.15
H 45.87 8.21 31.98
O 43.90 5.33 30.72
H 44.04 5.06 29.80
H 43.32 6.10 30.50
```

Results
**HOMO energy**: -8.26 eV
**Frontier orbital gap**: 7.38 eV
**Lowest unoccupied orbital energy**: -0.885 eV

Atomic partial charges in e from the Löwdin method, atoms 1 to 2: Li 0.719; O -0.402


[2]
Formula: H2N3O2S
Source: the Open Molecules 2025 dataset
Level of theory: ωB97M-V/def2-TZVPD

Geometry as XYZ:
```
8
Properties=species:S:1:pos:R:3
N 1.19 0.49 1.50
N 0.06 0.55 1.30
N -0.25 0.06 -0.51
O -1.19 -1.10 -0.20
O -0.80 0.90 -1.27
S 1.36 -0.45 -0.99
H 1.69 0.15 0.47
H -2.06 -0.61 -0.31
```

Results
**HOMO energy (spin up / spin down)**: -2.87 / -2.87 eV
**Frontier orbital gap (spin up / spin down)**: 6.86 / 6.86 eV
**Lowest unoccupied orbital energy (spin up / spin down)**: 3.990 / 3.990 eV
**Net charge**: -1

Atomic partial charges in e from the Löwdin method, atoms 1 to 2: N -0.092; N -0.007


Calculated electronic energy (eV), listed in the same order as above: -12668.676 -19429.327
Calculated energy relative to the best compared isomer or geometry (same formula, charge and spin) (kcal/mol), listed in the same order as above: 13.7 45.6